A 7-piece molecular cluster, C27H55NO7 overall, computed with the ωB97M-V functional and the def2-TZVPD basis.

## Properties
SMILES   CNC(C)=O.C1CCOC1.C1CCOC1.C1CCOC1.C1CCOC1.C1CCOC1.C1CCOC1
Kohn-Sham gap   9.92 eV
Electronic energy   -1643.0818 Ha

Positions of all 90 atoms, in Å:
C 0.14831 -6.04859 0.86347
N 0.86121 -4.89881 1.42270
C 1.03234 -3.70396 0.75497
C 1.91158 -2.68452 1.41637
O 0.59796 -3.53143 -0.31941
H 0.83083 -6.88226 0.65773
H -0.41994 -5.76711 -0.00539
H -0.55957 -6.45634 1.60629
H 1.12653 -4.92899 2.38423
H 2.01665 -2.93828 2.46884
H 1.40361 -1.71710 1.36563
H 2.84482 -2.55171 0.88273
C -3.60983 2.10721 -4.57630
C -3.38316 3.60768 -4.45964
C -2.72215 3.74313 -3.10738
O -1.81931 2.68984 -3.08091
C -2.51946 1.58002 -3.64877
H -3.50108 1.78135 -5.60458
H -4.57597 1.85531 -4.16166
H -4.32866 4.18544 -4.51261
H -2.75552 4.06566 -5.22077
H -3.38118 3.61684 -2.25049
H -2.11361 4.63522 -3.05927
H -3.05462 1.07128 -2.81291
H -1.88026 0.78082 -4.00815
C -1.83901 1.50833 0.82044
C -1.50037 0.43419 -0.20174
C -1.56971 -0.86649 0.65908
O -1.14743 -0.51488 1.96872
C -1.55795 0.81591 2.21543
H -2.91120 1.71385 0.69917
H -1.30566 2.44436 0.69185
H -0.52559 0.54819 -0.69035
H -2.22684 0.42677 -1.02141
H -0.93871 -1.68768 0.32256
H -2.61437 -1.24098 0.70729
H -0.71975 1.31676 2.68055
H -2.41977 0.82854 2.87712
C -2.81311 -2.94117 -1.97134
C -1.72079 -2.49535 -2.96995
C -2.61655 -2.01398 -4.14637
O -3.69374 -1.30296 -3.52135
C -3.99874 -1.93946 -2.26454
H -2.51847 -3.05565 -0.93302
H -3.16643 -3.94785 -2.25353
H -1.12279 -3.36150 -3.26145
H -1.10566 -1.68098 -2.58858
H -2.99307 -2.91419 -4.67167
H -2.13145 -1.36364 -4.86534
H -4.95988 -2.48261 -2.24772
H -4.05830 -1.22628 -1.41526
C 2.97368 0.86167 1.42028
C 2.95463 0.82892 2.96397
C 3.63749 2.13934 3.30135
O 3.05802 3.07613 2.36773
C 2.83244 2.37378 1.10561
H 2.14311 0.28922 1.01963
H 3.90762 0.45224 1.02686
H 3.48797 -0.02291 3.40866
H 1.95001 0.86361 3.38953
H 4.73096 2.13757 3.11530
H 3.48549 2.50825 4.31274
H 3.52924 2.80645 0.37179
H 1.81676 2.60646 0.73753
C 0.54171 1.60795 7.18615
C 1.45168 2.38733 6.23944
C 0.55939 2.74883 5.11343
O -0.43836 1.69585 5.08726
C -0.30043 0.83750 6.18183
H -0.06335 2.18538 7.88014
H 1.15189 0.92108 7.78245
H 2.30254 1.77131 5.91033
H 2.00562 3.21797 6.71625
H 1.10051 2.69043 4.17362
H 0.13043 3.72937 5.30838
H 0.21499 -0.07518 5.85345
H -1.30317 0.56484 6.51044
C 2.90388 -1.22396 -3.03710
C 2.81883 -0.77532 -4.50701
C 3.40184 0.61731 -4.36155
O 3.04520 1.10732 -3.09951
C 2.53137 0.04154 -2.30069
H 3.94225 -1.49124 -2.82102
H 2.25028 -2.04599 -2.75669
H 1.79172 -0.78739 -4.85964
H 3.49520 -1.32445 -5.16233
H 3.02638 1.27788 -5.14241
H 4.49021 0.51972 -4.46214
H 1.45357 0.19631 -2.26243
H 3.01415 0.07297 -1.32496